[1]
Entry from the OMol25 dataset: AlN3O9 as an isolated structure in a non-equilibrium geometry (wB97M-V/def2-TZVPD).

Last column: natural (NBO) charge in e.
Element x y z (Å)
Al 0.61128 -1.05771 -0.57847  0.9702
O -2.14156 -1.28863 0.47337  -0.3901
O 3.39803 -1.01759 -1.49498  -0.5240
O 5.32273 -1.74290 -2.03589  -0.3599
O -0.64789 1.17503 0.86650  -0.3945
O -2.62420 1.79565 1.38766  -0.2495
O 4.88689 0.35592 -2.21741  -0.3734
O -1.14457 3.26208 0.93734  -0.2752
O -3.94204 -0.16921 0.44090  -0.2392
O -3.56660 -1.56519 2.03070  -0.2854
N -1.43672 2.10533 1.14335  0.7028
N 4.54884 -0.80416 -1.91900  0.7136
N -3.26419 -1.04862 0.96592  0.7047

Calculated values
LUMO level in eV: -7.3
Energy relative to the best compared isomer or geometry (same formula, charge and spin) in kJ/mol: 27.1
Frontier orbital gap in eV: 1.88
Total charge: 0
HOMO in eV: -9.17

[2]
Entry from the OMol25 dataset: AlO4P as an isolated structure in a non-equilibrium geometry (wB97M-V/def2-TZVPD).

Last column: natural (NBO) charge in e.
Element x y z (Å)
P 0.20214 -0.54275 0.28004  2.3908
Al -0.75327 2.03189 -0.93424  0.9345
O 1.13451 0.70141 0.27889  -0.7369
O -0.03084 -0.46206 -1.26485  -0.6984
O -1.12598 0.09939 0.78453  -0.8613
O 0.57345 -1.82787 0.85563  -1.0287

Calculated values
LUMO level in eV: -5.3
Energy relative to the best compared isomer or geometry (same formula, charge and spin) in kJ/mol: 82.0
Frontier orbital gap in eV: 5.54
Total charge: 0
HOMO in eV: -10.86

[3]
Entry from the OMol25 dataset: ArH20O10 as an isolated structure in a non-equilibrium geometry (wB97M-V/def2-TZVPD).

Last column: natural (NBO) charge in e.
Element x y z (Å)
Ar 3.05757 18.54192 -15.92297  0.0007
O 3.35102 17.20168 -12.47429  -0.9357
O 1.66553 15.42672 -17.67040  -0.9397
O -0.11666 18.69761 -17.07950  -0.9646
O 4.28923 15.29430 -16.18423  -0.9607
O 0.30429 20.76505 -15.36977  -0.9767
O 3.73144 20.08258 -13.15129  -0.9848
O 6.64493 17.28719 -15.60251  -0.9715
O 0.14575 17.31361 -14.54636  -0.9879
O 5.90552 19.87450 -14.72685  -0.9506
O 0.96306 19.35073 -12.72080  -0.9803
H 6.27533 20.39189 -15.44224  0.5000
H 0.54196 18.58839 -17.76545  0.4651
H 4.16992 17.47417 -12.06030  0.4621
H 0.03344 20.28246 -16.15077  0.5009
H 1.69635 14.47454 -17.57753  0.4746
H 6.00398 16.58018 -15.67711  0.4854
H 0.31169 17.87684 -13.79041  0.5029
H 6.47040 20.06296 -13.97744  0.4839
H 6.20481 17.95570 -15.07752  0.4743
H 3.84233 20.85862 -12.60203  0.4750
H 3.25112 17.79272 -13.22057  0.4729
H 0.01412 16.44243 -14.17227  0.4758
H 0.66053 19.80231 -13.50870  0.4928
H 1.11593 21.20227 -15.62728  0.4622
H 4.52366 20.05303 -13.68772  0.4923
H 0.15442 18.09362 -16.38816  0.5113
H 1.91080 19.48485 -12.71626  0.4900
H 1.74770 15.57881 -18.61186  0.4761
H 3.46721 15.33289 -16.67312  0.4895
H 4.82559 14.66459 -16.66590  0.4646

Calculated values
LUMO level in eV: -0.1
Energy relative to the best compared isomer or geometry (same formula, charge and spin) in kJ/mol: 20.8
Frontier orbital gap in eV: 10.55
Total charge: 0
HOMO in eV: -10.66

[4]
Entry from the OMol25 dataset: ArH22O11 as an isolated structure in a non-equilibrium geometry (wB97M-V/def2-TZVPD).

Last column: natural (NBO) charge in e.
Element x y z (Å)
Ar -0.03559 -0.06124 -0.65533  0.0003
O -3.53166 0.23600 -0.71311  -0.9729
O 2.89853 -1.35001 0.70855  -0.9538
O 0.88016 -1.82982 2.55432  -0.9832
O 3.66226 0.16428 -1.47187  -0.9653
O -0.96863 0.31375 3.08242  -0.9812
O -3.39544 -1.08709 1.70330  -0.9864
O -0.52940 -3.19745 0.48465  -0.9574
O 1.78715 0.20175 -3.60955  -0.9826
O 0.73809 2.48156 -2.49853  -0.9798
O -1.42457 2.67232 1.73947  -0.9646
O -2.02852 2.36733 -1.58236  -0.9733
H 2.73167 -2.29246 0.69503  0.4954
H -1.36024 1.90025 2.30162  0.4924
H -3.00273 1.01956 -0.86307  0.5120
H 3.39864 -0.22447 -0.63783  0.4968
H 1.10954 1.73458 -2.96785  0.5014
H -0.72063 0.28887 4.00660  0.4836
H -2.67338 -0.53245 1.99867  0.4721
H -3.05671 -0.46361 -1.16165  0.4600
H 1.39863 3.16939 -2.58104  0.4718
H 2.03763 -0.51961 -4.18672  0.4796
H -2.35262 3.24150 -1.36550  0.4768
H -0.57195 3.09978 1.82034  0.4553
H -0.59922 -0.48838 2.71314  0.5022
H -3.63233 -0.73578 0.84500  0.4910
H 4.40038 -0.37089 -1.76344  0.4691
H 2.35986 0.10982 -2.84812  0.5003
H 0.31024 -2.43562 2.08059  0.4915
H -1.41176 -3.19489 0.11363  0.4948
H -0.36823 -4.11263 0.71421  0.4734
H 1.32781 -1.33505 1.86799  0.4862
H -1.08999 2.48826 -1.72645  0.5078
H 3.71296 -1.25756 1.20291  0.4866

Calculated values
LUMO level in eV: -0.2
Energy relative to the best compared isomer or geometry (same formula, charge and spin) in kJ/mol: 33.0
Frontier orbital gap in eV: 9.94
Total charge: 0
HOMO in eV: -10.14

[5]
Entry from the OMol25 dataset: ArH22O11 as an isolated structure (wB97M-V/def2-TZVPD).

Last column: natural (NBO) charge in e.
Element x y z (Å)
Ar 0.36057 -0.27731 0.06400  0.0006
O 2.13826 2.94367 -1.42742  -0.9721
O 3.23857 -1.21756 2.09928  -0.9400
O -1.70189 -1.45645 2.94133  -0.9570
O 2.11707 -4.36523 -1.54429  -0.9331
O 1.77244 0.46813 -3.49179  -0.9465
O -1.84284 2.11464 1.07667  -0.9556
O -1.90765 1.98113 -2.94567  -0.9547
O -2.70309 0.40076 -0.88203  -0.9695
O 1.00753 2.78906 1.10821  -0.9493
O 0.78622 -3.01689 2.60874  -0.9643
O -2.29898 -2.19853 0.26822  -0.9720
H -2.36471 0.82392 -0.09294  0.4991
H -1.47230 -0.54662 2.75227  0.4519
H 0.20341 2.33560 1.36120  0.4907
H -2.67731 2.36148 -3.36895  0.4539
H 1.85924 0.82173 -2.60654  0.4822
H 2.42367 3.83604 -1.62351  0.4655
H -2.52590 2.68862 0.72996  0.4977
H 1.95626 -4.63394 -2.44881  0.4639
H -2.19448 -1.40674 -0.25940  0.4912
H 1.42984 -2.31656 2.50130  0.4717
H 1.67742 2.43356 1.69224  0.4696
H 2.45072 0.91651 -3.99689  0.4637
H 1.80228 2.99040 -0.53234  0.4909
H 2.14979 -3.40925 -1.58014  0.4695
H -2.88085 -2.75607 -0.24831  0.4808
H -3.60767 0.17568 -0.66454  0.4796
H -2.26407 1.33822 -2.33258  0.4822
H -0.04029 -2.56094 2.76761  0.4778
H -2.03445 2.05160 2.01238  0.4849
H -1.99917 -1.80828 2.10224  0.5031
H 3.11572 -0.31829 2.40332  0.4634
H 4.02665 -1.18206 1.55715  0.4802

Calculated values
LUMO level in eV: -0.5
Energy relative to the best compared isomer or geometry (same formula, charge and spin) in kJ/mol: 115.6
Frontier orbital gap in eV: 9.61
Total charge: 0
HOMO in eV: -10.12

[6]
Entry from the OMol25 dataset: ArH26O13 as an isolated structure in a non-equilibrium geometry (wB97M-V/def2-TZVPD).

Last column: natural (NBO) charge in e.
Element x y z (Å)
Ar 0.31600 0.33206 0.08248  0.0003
O 1.55132 3.86179 0.58311  -0.9581
O -1.85373 1.72916 -2.07489  -1.0016
O 3.05773 2.02263 -1.10497  -0.9631
O -0.60478 -2.70183 -1.54023  -0.9715
O -2.66690 -0.66370 -1.16274  -0.9604
O 2.49028 0.15921 -3.12756  -0.9592
O -0.44598 -3.12535 1.23819  -0.9783
O 1.05776 -1.92635 3.27847  -0.9683
O -1.78940 0.88045 3.11890  -0.9658
O 0.14209 1.23825 -3.93439  -0.9639
O -2.20804 2.22409 0.66512  -0.9889
O 3.54050 -1.11076 2.10248  -0.9627
O -2.62073 -1.32947 1.77329  -0.9973
H -2.48960 1.29482 3.62313  0.4715
H 2.78364 2.74325 -1.67227  0.4679
H 2.07987 4.18353 1.31343  0.4644
H -2.37253 -1.41850 -1.67249  0.4888
H 0.38438 1.93875 -4.54005  0.4713
H 0.81555 -2.52520 3.98484  0.4703
H 0.97561 0.92798 -3.58052  0.4894
H -0.69861 -4.03567 1.39219  0.4814
H -2.06592 3.16926 0.71680  0.4809
H -2.32808 -0.69506 2.42759  0.5094
H 0.64973 -2.29940 2.49708  0.4942
H -2.38807 -0.85531 -0.26733  0.4887
H 2.69169 -1.37920 2.45419  0.4910
H 4.16602 -1.32676 2.79407  0.4586
H -0.37312 -2.80173 -0.61689  0.4942
H -1.91915 0.83266 -1.74590  0.4864
H -1.82032 1.96852 -0.17189  0.5050
H 2.06634 3.14573 0.21130  0.4875
H -1.94993 1.15383 2.21572  0.5088
H 3.20378 1.28912 -1.70236  0.4925
H -1.08767 1.71892 -2.64873  0.4897
H 3.27350 -0.01730 -3.64873  0.4903
H -1.25641 -2.62885 1.35193  0.5120
H -3.39685 -1.73365 2.16123  0.4796
H 2.09220 -0.70093 -2.99370  0.5010
H -1.00216 -3.53902 -1.77991  0.4643

Calculated values
LUMO level in eV: 0.0
Energy relative to the best compared isomer or geometry (same formula, charge and spin) in kJ/mol: 23.6
Frontier orbital gap in eV: 10.08
Total charge: 0
HOMO in eV: -10.07